(1)
Computed, not measured: a 17-piece molecular cluster, H33O17 overall, with the ωB97M-V functional and the def2-TZVPD basis.

Results
- E_HOMO (eV) = -6.287
- total charge = -1

Cartesian coordinates (Å):
O 1.651 -1.951 -3.941
H 2.166 -1.145 -3.867
H 1.803 -2.718 -3.404
O 0.333 2.615 0.412
H 0.009 3.012 -0.392
H 1.509 1.491 0.601
O 1.358 4.891 1.160
H 1.919 4.286 0.705
H 0.445 4.678 0.972
O -1.961 2.547 1.505
H -1.933 3.097 2.285
H -1.004 2.521 1.113
O 3.034 0.975 -4.093
H 2.295 1.510 -4.370
O 0.983 3.276 4.180
H 0.332 2.671 4.385
H 1.291 3.433 3.290
O -2.987 -1.275 1.642
H -2.267 -0.896 2.117
H -2.792 -1.239 0.707
O 2.390 1.031 0.764
H 2.825 1.148 1.600
H 2.960 0.926 -3.135
O 3.991 -1.501 -0.788
H 3.212 -2.041 -0.665
H 3.657 -0.749 -0.273
O -5.595 0.377 0.595
H -6.157 -0.251 1.062
H -4.777 0.302 1.108
O 1.115 2.114 -2.138
H 0.196 2.314 -2.283
H 1.542 2.262 -1.291
O -2.510 -2.830 -1.831
H -2.392 -2.882 -2.787
H -1.747 -2.219 -1.746
O -0.370 -5.308 0.014
H 0.160 -4.496 0.060
H -1.150 -4.787 0.283
O 1.186 -0.466 3.975
H 0.266 -0.235 4.172
H 0.892 -1.278 3.539
O -2.102 0.811 -3.726
H -3.017 0.895 -3.453
H -1.830 -0.105 -3.800
O -0.823 -0.973 -0.117
H -1.224 -0.108 -0.295
H 0.081 -0.681 -0.319
O 1.156 -3.967 2.204
H 0.942 -4.457 1.399
H 0.940 -4.623 2.864

Atomic partial charges in e from the Mulliken method, atoms 1 to 5: atom 1 (O): -0.6298, atom 2 (H): 0.3724, atom 3 (H): 0.2793, atom 4 (O): -0.7657, atom 5 (H): 0.1110

=====

(2)
Computed, not measured: a 17-piece molecular cluster, H33O17 overall, with the ωB97M-V functional and the def2-TZVPD basis.

Results
- E_HOMO (eV) = -7.682
- total charge = -1

Cartesian coordinates (Å):
O 0.389 3.205 -2.836
H 0.465 3.181 -3.779
H 0.097 2.296 -2.587
O -0.739 1.026 0.635
H 0.140 0.762 0.119
H -0.511 1.767 1.230
O 2.347 -2.965 -1.145
H 2.700 -3.477 -1.870
H 1.496 -2.682 -1.575
O 0.571 0.221 -3.038
H 1.511 0.353 -3.236
H 0.855 0.225 -1.997
O 1.243 0.141 -0.637
H 1.963 -0.506 -0.680
O -2.797 -2.473 1.531
H -2.387 -1.616 1.709
H -3.401 -2.554 2.289
O -2.638 3.936 -0.917
H -1.680 4.206 -0.878
H -2.612 2.977 -1.040
O 1.592 2.568 -0.445
H 1.516 2.821 -1.389
H 1.559 1.467 -0.458
O 2.730 0.704 2.105
H 2.806 1.646 2.204
H 2.351 0.462 1.260
O -0.394 -4.092 2.291
H -1.183 -3.603 2.032
H 0.287 -3.829 1.536
O 0.171 4.361 0.691
H 0.440 3.673 0.011
H 1.043 4.716 0.957
O 0.189 -2.358 -2.786
H -0.601 -2.151 -2.248
H 0.251 -1.430 -3.229
O -1.430 -0.489 2.660
H -0.870 -0.314 3.384
H -1.313 0.041 1.859
O -1.764 -1.661 -0.665
H -1.948 -0.769 -0.444
H -1.967 -2.240 0.099
O 0.390 -1.691 4.266
H 0.555 -2.259 3.509
H 1.011 -0.984 4.180
O 0.897 -2.056 0.968
H 1.737 -2.233 0.585
H 0.331 -1.492 0.461
O -1.980 1.355 -1.698
H -1.735 1.242 -0.782
H -1.683 0.573 -2.214

Atomic partial charges in e from the Mulliken method, atoms 1 to 5: atom 1 (O): -0.6717, atom 2 (H): 0.2533, atom 3 (H): 0.3953, atom 4 (O): -0.8257, atom 5 (H): 0.5709

=====

(3)
Computed, not measured: a 17-piece molecular cluster, H33O17 overall, with the ωB97M-V functional and the def2-TZVPD basis.

Results
- E_HOMO (eV) = -6.579
- total charge = -1

Cartesian coordinates (Å):
O 2.571 4.046 -4.481
H 2.799 3.552 -3.669
H 2.328 4.768 -3.871
O 1.950 1.275 0.360
H 3.008 -0.784 -0.567
H 1.690 1.555 1.251
O -3.581 -3.830 -3.835
H -4.307 -3.690 -3.222
H -2.874 -4.205 -3.276
O -2.980 3.609 -0.683
H -3.231 3.613 0.252
H -2.630 2.703 -0.712
O -0.322 1.956 -2.663
H 0.852 -3.849 2.897
O -0.802 1.067 -0.427
H 0.145 -1.265 -2.238
H -0.604 -0.083 0.500
O 2.124 2.100 4.908
H -2.069 0.607 5.451
H 1.357 2.202 5.479
O 0.777 -2.182 2.950
H 1.030 -2.532 2.087
H -0.263 1.348 -1.815
O -2.588 0.614 4.631
H 1.871 1.393 4.293
H 1.079 1.044 -0.043
O 3.871 -0.350 -0.557
H 3.583 0.560 -0.698
H -1.923 0.989 4.023
O -0.083 4.414 2.255
H -0.193 4.817 1.390
H -0.102 -4.914 2.636
O 0.856 -4.794 2.608
H -0.742 -4.536 -2.213
H -1.108 -1.566 0.942
O -1.455 1.858 2.365
H -0.845 1.112 2.484
H -1.225 2.243 -2.833
O 1.948 -1.883 -4.737
H 1.396 -1.425 -5.368
H 1.395 -2.407 -4.141
O 0.903 -1.860 -2.189
H -2.139 1.447 1.818
H 1.067 -1.273 2.931
O -0.396 -0.931 1.081
H -0.534 3.563 2.161
H 1.619 -1.285 -1.873
O -0.891 -5.048 -3.025
H -1.562 -5.663 -2.691
H -0.771 1.900 0.077

Atomic partial charges in e from the Mulliken method, atoms 1 to 5: atom 1 (O): -0.6157, atom 2 (H): 0.3089, atom 3 (H): 0.3039, atom 4 (O): -0.5951, atom 5 (H): 0.2873

=====

Energy relative to the most stable one, in eV: (1) 2.566; (2) 0.000; (3) 2.323

=====

(1)
Computed, not measured: one molecule with the formula C18H27N3O4, with the ωB97M-V functional and the def2-TZVPD basis.

Results
- SMILES string = CCOC(=O)C1CCN(c2cc(=O)n(C3CCCCC3)c(=O)[nH]2)CC1
- E_HOMO (eV) = -8.322

Cartesian coordinates (Å):
C -1.554 3.133 -6.066
C -2.513 3.524 -4.952
O -2.108 2.964 -3.698
C -1.194 3.631 -2.997
O -0.698 4.674 -3.334
C -0.901 2.918 -1.686
C -1.910 3.400 -0.634
C -1.744 2.575 0.652
N -0.352 2.219 0.857
C -0.003 0.934 1.134
C -0.813 0.040 1.770
C -0.398 -1.303 2.048
O -1.106 -2.122 2.605
N 0.908 -1.638 1.641
C 1.424 -2.991 1.882
C 0.602 -4.045 1.142
C 1.236 -5.418 1.344
C 1.320 -5.751 2.830
C 2.124 -4.686 3.570
C 1.492 -3.311 3.374
C 1.752 -0.764 1.019
O 2.881 -1.025 0.661
N 1.250 0.503 0.782
C 0.569 3.199 0.326
C 0.527 3.215 -1.209
H -1.921 3.518 -7.013
H -1.471 2.051 -6.130
H -0.570 3.553 -5.873
H -3.512 3.121 -5.131
H -2.559 4.613 -4.853
H -1.053 1.846 -1.844
H -1.744 4.462 -0.446
H -2.927 3.280 -1.006
H -2.326 1.656 0.566
H -2.119 3.143 1.512
H -1.791 0.306 2.127
H 2.441 -2.985 1.474
H -0.415 -4.047 1.535
H 0.563 -3.799 0.078
H 0.644 -6.174 0.824
H 2.240 -5.422 0.913
H 0.311 -5.793 3.246
H 1.784 -6.730 2.967
H 2.164 -4.922 4.635
H 3.148 -4.673 3.189
H 0.484 -3.305 3.788
H 2.082 -2.547 3.885
H 1.887 1.105 0.282
H 1.578 3.023 0.700
H 0.252 4.170 0.716
H 0.826 4.198 -1.577
H 1.212 2.476 -1.628

Atomic partial charges in e from the Mulliken method, atoms 1 to 5: atom 1 (C): -1.1055, atom 2 (C): -0.2588, atom 3 (O): -0.3161, atom 4 (C): -0.2385, atom 5 (O): -0.5912

=====

(2)
Computed, not measured: one molecule with the formula C18H27N3O4, with the ωB97M-V functional and the def2-TZVPD basis.

Results
- SMILES string = CC[C@@H](C)[C@@H](NC(=O)[C@@H](Cc1ccc(O)cc1)NC(C)=O)C(=O)NC
- E_HOMO (eV) = -8.408

Cartesian coordinates (Å):
C -0.905 -3.541 -2.454
C 0.238 -3.216 -1.494
C -0.146 -2.609 -0.137
C -0.898 -3.725 0.670
C 1.119 -2.128 0.669
N 2.076 -1.346 -0.116
C 2.055 -0.049 -0.447
O 3.085 0.464 -0.884
C 0.790 0.783 -0.321
C 0.843 1.855 0.756
C -0.394 2.715 0.877
C -0.406 4.089 0.521
C -1.591 4.819 0.688
C -2.767 4.197 1.085
O -3.906 4.921 1.182
C -2.763 2.819 1.331
C -1.589 2.086 1.238
N 0.474 1.434 -1.557
C -0.479 1.038 -2.431
C -0.614 1.913 -3.657
O -1.163 0.025 -2.327
C 0.790 -1.497 2.025
O -0.297 -1.003 2.201
N 1.751 -1.323 2.947
C 3.169 -1.601 2.788
H -1.495 -4.358 -2.051
H -1.535 -2.665 -2.613
H -0.585 -3.891 -3.449
H 0.886 -4.062 -1.339
H 0.930 -2.475 -1.977
H -0.804 -1.775 -0.318
H -0.321 -4.662 0.642
H -1.921 -3.910 0.273
H -0.988 -3.429 1.691
H 1.652 -3.064 0.936
H 2.974 -1.723 -0.322
H -0.031 0.123 0.004
H 1.030 1.380 1.686
H 1.677 2.517 0.517
H 0.510 4.569 0.211
H -1.576 5.870 0.465
H -4.691 4.359 1.029
H -3.663 2.309 1.585
H -1.617 1.013 1.457
H 0.991 2.212 -1.807
H -0.825 2.967 -3.408
H 0.307 1.870 -4.261
H -1.460 1.568 -4.266
H 1.434 -0.922 3.796
H 3.384 -2.604 2.423
H 3.625 -0.823 2.179
H 3.639 -1.514 3.766

Atomic partial charges in e from the Mulliken method, atoms 1 to 5: atom 1 (C): -1.3918, atom 2 (C): -0.5523, atom 3 (C): 0.8468, atom 4 (C): -1.6855, atom 5 (C): -0.6425

=====

Energy relative to the most stable one, in eV: (1) 0.000; (2) 1.031

=====

(1)
Computed, not measured: a 4-piece molecular cluster, C2H11NO5 overall, with the ωB97M-V functional and the def2-TZVPD basis.

Results
- SMILES string = NCC(=O)O.O.O.O
- E_HOMO (eV) = -9.578

Cartesian coordinates (Å):
N 1.195 0.101 0.176
C 1.295 0.051 1.627
C -0.020 -0.254 2.309
O -1.037 -0.557 1.757
O 0.136 -0.229 3.648
H 0.272 0.467 -0.025
H 1.167 -0.849 -0.199
H 1.715 0.963 2.024
H 1.968 -0.760 1.881
H -0.442 0.165 4.307
O -0.768 0.122 -2.062
H -1.698 -0.013 -2.260
H -0.209 -0.246 -2.751
O -0.078 -3.141 -0.983
H -0.623 -3.867 -1.279
H -0.407 -2.722 -0.186
O -0.274 3.881 -4.494
H 0.153 3.107 -4.875
H -0.740 3.733 -3.672

Atomic partial charges in e from the Mulliken method, atoms 1 to 5: atom 1 (N): -0.5955, atom 2 (C): -0.4965, atom 3 (C): 0.6007, atom 4 (O): -0.5329, atom 5 (O): -0.4718

=====

(2)
Computed, not measured: a 4-piece molecular cluster, C2H11NO5 overall, with the ωB97M-V functional and the def2-TZVPD basis.

Results
- SMILES string = CNC(=O)O.O.O.O
- E_HOMO (eV) = -10.152

Cartesian coordinates (Å):
C -1.799 1.745 -0.831
N -1.172 1.080 0.321
C 0.132 1.218 0.632
O 0.700 0.735 1.592
O 0.862 1.970 -0.260
H -1.058 2.131 -1.515
H -2.450 1.042 -1.348
H -2.425 2.539 -0.419
H -1.817 0.900 1.073
H 1.247 1.358 -0.910
O -0.428 -1.615 2.640
H -0.466 -1.404 3.575
H -0.155 -0.784 2.206
O 2.156 -2.573 -0.880
H 2.903 -2.130 -0.461
H 1.928 -3.336 -0.339
O 0.800 -0.634 -1.820
H 0.978 -1.157 -1.014
H 0.064 -1.086 -2.242

Atomic partial charges in e from the Mulliken method, atoms 1 to 5: atom 1 (C): -0.8453, atom 2 (N): -0.1219, atom 3 (C): 0.6595, atom 4 (O): -0.6742, atom 5 (O): -0.5284

=====

Energy relative to the most stable one, in eV: (1) 0.771; (2) 0.000